# 1
{
  "formula": "H3N3O2",
  "method": "ωB97M-V with the def2-TZVPD basis set",
  "symbols": ["N", "N", "N", "O", "O", "H", "H", "H"],
  "coordinates": [[-1.808, -0.794, 0.156], [1.097, -0.710, -0.176], [0.323, 0.148, 0.597], [0.085, 1.390, -0.052], [-2.491, -0.033, -0.472], [1.758, -0.396, -0.962], [1.478, -1.569, 0.357], [-0.442, 1.963, 0.553]],
  "atomic_forces_ev_per_a": [[-3.21, 2.72, -2.65], [1.32, -0.28, -0.65], [0.47, 0.26, 0.27], [0.74, -0.94, -0.34], [2.79, -2.96, 2.59], [-1.57, -0.07, 1.83], [-1.14, 2.48, -0.89], [0.59, -1.20, -0.16]],
  "homo_ev": [-7.628, -8.191],
  "lumo_energy_ha": [0.0190, -0.0040],
  "gap_ev": [8.145, 8.082],
  "spin_multiplicity": 1
}

=====

# 2
{
  "formula": "H3N3O2",
  "method": "ωB97M-V with the def2-TZVPD basis set",
  "symbols": ["N", "N", "N", "O", "O", "H", "H", "H"],
  "coordinates": [[-0.695, 0.903, -0.665], [0.302, 0.355, 0.145], [0.646, -0.977, 0.413], [0.319, -1.844, -0.406], [1.170, -1.160, 1.478], [-0.583, 0.760, -1.592], [-1.626, 0.877, -0.332], [0.468, 1.087, 0.961]],
  "atomic_forces_ev_per_a": [[1.00, -0.27, 2.93], [0.39, 3.81, 1.83], [-2.55, -0.81, -0.73], [0.59, 1.54, 0.68], [0.76, 0.09, 0.15], [0.50, -0.70, -3.34], [-0.78, -0.61, 0.42], [0.11, -3.05, -1.95]],
  "smiles": "NN[N+](=O)[O-]",
  "homo_ev": -10.291,
  "lumo_energy_ha": 0.0233,
  "gap_ev": 10.925,
  "spin_multiplicity": 1
}

=====

# 3
{
  "formula": "H3N3O2",
  "method": "ωB97M-V with the def2-TZVPD basis set",
  "symbols": ["N", "N", "N", "O", "O", "H", "H", "H"],
  "coordinates": [[-1.224, -0.251, -0.098], [-0.914, 1.002, -0.312], [1.543, -0.062, 0.063], [1.173, -1.264, -0.182], [2.646, 0.393, 0.096], [-1.423, -0.560, 0.850], [-0.769, -0.895, -0.943], [-1.032, 1.636, 0.527]],
  "atomic_forces_ev_per_a": [[1.10, 0.00, -2.98], [0.52, -0.11, 0.66], [-0.90, -1.69, -0.58], [1.42, 2.92, 0.59], [-0.60, -0.85, -0.09], [0.28, -0.57, -0.42], [-1.76, 1.68, 3.55], [-0.06, -1.37, -0.73]],
  "homo_ev": [-9.637, -7.801],
  "lumo_energy_ha": [0.0041, -0.0647],
  "gap_ev": [9.750, 6.041],
  "spin_multiplicity": 1
}

=====

# 4
{
  "formula": "H3N3O2S",
  "method": "ωB97M-V with the def2-TZVPD basis set",
  "symbols": ["N", "N", "N", "O", "O", "S", "H", "H", "H"],
  "coordinates": [[-2.542, -0.771, -1.259], [-1.668, -1.412, -1.743], [-1.529, -2.825, -1.154], [-1.788, -2.932, 0.021], [-0.976, -3.509, -1.918], [0.889, 1.401, 0.503], [-3.075, -1.114, -0.430], [-0.035, 1.653, 1.442], [0.208, 0.199, 0.125]],
  "atomic_forces_ev_per_a": [[-0.66, 1.71, 0.41], [-0.49, 0.31, -0.67], [0.42, 1.69, 1.82], [-0.41, -0.66, -0.25], [0.65, -2.26, -0.97], [-1.04, -1.69, -0.47], [0.47, -0.80, -0.34], [0.06, 0.04, -0.01], [0.99, 1.66, 0.49]],
  "smiles": "[H]/N=N\\[N+](=O)[O-].S",
  "homo_ev": -9.857,
  "lumo_energy_ha": -0.0347,
  "gap_ev": 8.914,
  "spin_multiplicity": 1
}

=====

# 5
{
  "formula": "H3N3O2S",
  "method": "ωB97M-V with the def2-TZVPD basis set",
  "symbols": ["N", "N", "N", "O", "O", "S", "H", "H", "H"],
  "coordinates": [[-0.312, 1.107, -1.117], [-0.357, -0.520, 0.926], [-1.106, -0.752, -0.059], [0.194, 1.558, 0.083], [1.389, -1.066, -0.941], [-0.045, -0.404, -1.417], [-0.453, 1.532, 0.749], [-0.841, -0.245, 1.730], [1.532, -1.209, 0.046]],
  "atomic_forces_ev_per_a": [[0.66, 1.08, -1.26], [0.55, -2.01, -1.72], [1.22, -0.02, 1.90], [2.20, 0.79, -1.45], [-0.47, 0.07, 0.52], [0.40, -0.87, 0.12], [-1.99, 0.09, 1.40], [-1.73, 0.13, 1.78], [-0.85, 0.75, -1.30]],
  "homo_ev": [-9.308, -9.308],
  "lumo_energy_ha": [0.0039, 0.0039],
  "gap_ev": [9.414, 9.415],
  "spin_multiplicity": 1
}

=====

# 6
{
  "formula": "H3N3O3",
  "method": "ωB97M-V with the def2-TZVPD basis set",
  "symbols": ["N", "N", "N", "O", "O", "O", "H", "H", "H"],
  "coordinates": [[0.098, -1.295, 0.268], [-0.158, -0.251, -0.525], [0.877, 1.065, 0.147], [1.810, 0.652, 0.742], [0.505, 2.152, -0.153], [-1.441, 0.262, -0.319], [-0.534, -1.449, 1.043], [0.383, -2.119, -0.244], [-1.539, 0.984, -0.958]],
  "atomic_forces_ev_per_a": [[-0.52, -0.07, 0.06], [1.07, 1.35, -0.15], [-1.66, -2.15, -0.68], [0.63, 0.43, 0.26], [0.17, 0.76, -0.01], [0.15, -0.41, 0.47], [0.00, 0.08, 0.00], [-0.12, 0.20, 0.02], [0.27, -0.19, 0.02]],
  "homo_ev": -9.194,
  "lumo_energy_ha": 0.0339,
  "gap_ev": 10.117,
  "spin_multiplicity": 1
}

=====

# 7
{
  "formula": "H3N3OS",
  "method": "ωB97M-V with the def2-TZVPD basis set",
  "symbols": ["N", "N", "N", "O", "S", "H", "H", "H"],
  "coordinates": [[0.934, -0.146, -0.717], [1.136, 0.619, 0.264], [-1.511, -0.103, 0.432], [2.351, 0.845, 0.457], [-0.743, -1.062, -0.619], [1.637, -0.621, -1.313], [-1.661, -0.146, 1.360], [-2.142, 0.616, 0.136]],
  "atomic_forces_ev_per_a": [[-3.11, -2.52, -1.90], [3.09, 0.62, 1.19], [-0.84, 0.71, -3.54], [-1.14, 0.45, 0.05], [1.19, 1.18, 0.47], [0.08, 0.64, 0.95], [0.63, -1.38, 3.89], [0.10, 0.30, -1.11]],
  "smiles": "NSNN=O",
  "homo_ev": -9.082,
  "lumo_energy_ha": 0.0119,
  "gap_ev": 9.406,
  "spin_multiplicity": 1
}

=====

# 8
{
  "formula": "H3N3S",
  "method": "ωB97M-V with the def2-TZVPD basis set",
  "symbols": ["N", "N", "N", "S", "H", "H", "H"],
  "coordinates": [[-2.818, -0.313, -0.308], [-0.308, -0.198, -0.398], [-3.025, 0.589, -0.891], [1.460, -0.308, 0.092], [-0.451, 0.799, -0.672], [-0.818, -0.377, 0.552], [1.441, -1.661, 0.045]],
  "atomic_forces_ev_per_a": [[-0.88, 0.53, -0.41], [0.93, 0.09, 2.56], [-0.07, -0.51, 0.30], [-1.48, -0.33, -0.45], [0.14, -1.04, 0.51], [1.19, 0.86, -2.41], [0.17, 0.40, -0.10]],
  "smiles": "N#N.NS",
  "homo_ev": -8.996,
  "lumo_energy_ha": 0.0289,
  "gap_ev": 9.784,
  "spin_multiplicity": 1
}

=====

Max |F|, respectively: 0.09669, 0.08265, 0.08374, 0.04951, 0.05351, 0.05448, 0.08624, 0.05477 hartree/bohr.
ΔE to the lowest compared entry with this formula, charge and spin, respectively: 49.4, 16.9, 52.4, 53.4, 70.3, 99.8, 84.5, 0.0 kcal per mole.